Molecular formula: CH7NO4
Method: DFT, the ωB97M-V functional and the def2-TZVPD basis

Positions of all 13 atoms, in Å:
O1 -0.6342 1.5297 -0.6521
O2 -0.1357 -0.7882 -1.9444
O3 -0.9281 -0.5881 0.9043
O4 0.0554 -1.0879 2.7659
N1 1.3190 -0.0642 1.1094
C1 0.1662 -0.5681 1.6849
H1 2.2420 0.0159 1.4743
H2 -1.0433 2.2178 -1.0668
H3 -0.0428 0.0602 -1.6292
H4 0.0454 -0.8617 -2.9062
H5 -0.9786 -1.1674 0.0603
H6 -1.1266 0.7724 -0.1636
H7 1.0614 0.5296 0.3635

## Properties
Spin multiplicity   2
Total charge   +1
Gap between HOMO and LUMO (alpha / beta)   10.92 / 5.32 eV
F_max   0.12468 hartree/bohr
LUMO (alpha / beta)   -4.73 / -10.31 eV
ΔE to the lowest compared entry with this formula, charge and spin   157.19 kJ/mol

Molecular formula: C14H29N2O8STi
Method: DFT, the ωB97M-V functional and the def2-TZVPD basis

Positions of all 55 atoms, in Å:
Ti1 -0.2822 0.4101 -0.5987
S1 -1.8966 2.3793 -0.4712
O1 2.2517 -0.5687 1.1644
O2 0.4005 -2.0398 -0.1751
O3 -0.5175 0.6737 -2.3925
O4 -1.1835 0.2522 1.2686
O5 -2.7350 0.5617 -2.9640
O6 -1.7440 -0.9860 -0.8198
O7 1.7631 0.4687 -1.2953
O8 0.7477 1.7354 0.6253
N1 -2.7470 4.5005 -1.6983
N2 -0.9332 3.5732 -2.7306
C1 2.0253 2.2957 0.2304
C2 -1.6149 0.6721 -3.3031
C3 -0.8991 1.2558 2.2975
C4 -1.3920 -2.1191 -1.6853
C5 -2.5781 -0.1903 1.2472
C6 -0.3988 -2.9654 -0.9228
C7 -2.5987 -1.3592 0.3064
C8 3.3397 -0.6138 0.2516
C9 0.5115 1.7450 2.0610
C10 2.8148 -0.5491 -1.1676
C11 1.3432 -2.7570 0.6612
C12 1.8774 -1.8227 1.7198
C13 2.2355 1.8282 -1.1978
C14 -1.8332 3.5513 -1.7584
H1 -2.1851 -2.2564 0.7632
H2 3.5923 -0.2867 -1.8855
H3 -0.9468 -1.6805 -2.5727
H4 0.8281 -3.5956 1.1352
H5 -3.1927 0.6400 0.9033
H6 -0.9620 4.2729 -3.4598
H7 -1.6469 2.0419 2.2117
H8 1.9680 3.3827 0.3030
H9 2.3363 -1.4677 -1.4899
H10 -3.4446 4.4973 -0.9694
H11 -2.8071 5.2332 -2.3929
H12 2.7781 1.9172 0.9202
H13 -0.2582 2.8343 -2.8081
H14 2.1301 -3.1695 0.0242
H15 1.2634 1.0947 2.5056
H16 3.2911 1.8731 -1.4652
H17 -2.3196 -2.6214 -1.9548
H18 0.2130 -3.5372 -1.6260
H19 2.7208 -2.2968 2.2295
H20 0.6213 2.7669 2.4254
H21 -3.5997 -1.5489 -0.0811
H22 1.1144 -1.6043 2.4672
H23 3.9388 -1.5227 0.3586
H24 -0.8768 -3.6716 -0.2408
H25 -0.9815 0.7626 3.2660
H26 -2.8639 -0.4841 2.2570
H27 4.0052 0.2202 0.4789
H28 1.6697 2.4145 -1.9189
H29 -1.2125 0.7464 -4.3199

## Properties
Total charge   +3
Gap between HOMO and LUMO   7.75 eV
F_max   0.01995 hartree/bohr
LUMO   -11.09 eV
ΔE to the lowest compared entry with this formula, charge and spin   93.70 kJ/mol

Molecular formula: C32H64O64S16
Method: DFT, the ωB97M-V functional and the def2-TZVPD basis

Positions of all 176 atoms, in Å:
S1 10.3170 16.1460 17.3159
S2 12.0862 13.3560 11.5459
S3 19.7661 15.9073 12.9350
S4 14.9614 14.1467 21.0800
S5 8.1656 11.6513 21.6390
S6 11.8739 10.6807 17.9506
S7 16.9643 17.8497 19.4512
S8 19.8037 13.8046 22.9080
S9 15.0481 15.5461 14.5334
S10 10.9490 10.5501 13.8900
S11 16.7103 9.1208 12.4482
S12 18.4782 21.8218 14.7439
S13 19.2982 12.2323 16.2706
S14 15.3498 20.1564 12.0155
S15 10.0172 17.2701 10.3309
S16 16.2794 14.3042 8.5294
O1 17.4087 20.5848 14.5826
O2 19.0346 16.1931 14.3405
O3 17.9907 17.0736 18.8160
O4 10.2421 9.2250 14.2649
O5 9.9406 17.2315 11.9531
O6 16.7028 17.7840 20.8140
O7 14.2477 13.1651 21.7706
O8 16.8196 8.0487 13.3573
O9 19.9581 10.8818 15.6948
O10 9.6447 18.7793 10.1555
O11 19.2843 12.8950 14.8188
O12 19.7779 20.9162 14.4234
O13 18.6799 13.2839 23.6281
O14 11.9996 10.6679 19.5140
O15 9.6349 16.2956 15.8922
O16 11.3553 17.0974 9.9361
O17 14.1857 15.3756 15.7760
O18 9.6372 11.4873 14.0854
O19 18.8992 15.1260 12.1381
O20 14.1670 15.5706 20.9802
O21 11.0006 13.7116 12.3676
O22 15.6127 13.9180 19.8456
O23 11.6276 16.7641 17.2451
O24 19.3289 15.1148 22.1771
O25 21.1106 14.0423 23.4883
O26 14.4556 20.8947 12.7972
O27 20.4032 17.0984 12.4435
O28 16.0763 12.7225 8.3832
O29 16.6556 20.5853 11.6604
O30 15.8440 14.1871 14.6158
O31 17.9252 12.0647 16.6278
O32 18.3649 22.7877 13.6987
O33 8.9521 16.5090 9.7839
O34 17.1485 19.2994 18.9255
O35 9.4204 16.3897 18.3989
O36 15.9213 14.2292 10.1277
O37 18.4723 22.2053 16.1210
O38 11.6564 12.4220 10.2902
O39 9.0371 12.9160 22.1089
O40 11.5291 9.3827 17.4785
O41 13.3144 12.8543 12.0871
O42 15.2101 15.0029 7.9471
O43 9.0011 10.4281 21.5739
O44 14.6182 19.7323 10.7092
O45 14.1096 15.4842 13.4200
O46 12.3816 14.6254 10.6188
O47 17.6237 14.7340 8.2964
O48 16.0090 16.5902 14.6159
O49 15.4244 18.6803 12.6126
O50 15.5839 17.6386 18.6142
O51 17.8796 9.6807 11.8376
O52 16.0824 14.8127 22.1322
O53 13.4883 10.9496 17.6482
O54 20.9133 14.9609 13.5081
O55 11.9989 10.9354 14.8387
O56 6.8858 11.7101 22.3266
O57 8.0979 11.9993 20.0331
O58 15.8525 10.2846 13.0815
O59 11.2280 11.8891 17.5965
O60 15.6914 8.6734 11.4129
O61 10.5798 14.5940 17.2249
O62 20.1706 12.9147 17.1807
O63 11.2699 10.4987 12.4549
O64 20.0181 12.9043 21.5824
C1 16.1578 19.6540 17.8527
C2 14.7547 14.3595 16.7029
C3 14.2573 10.5043 18.7613
C4 9.5377 19.4535 11.4360
C5 21.4163 15.7563 14.6828
C6 11.2856 13.2162 9.1388
C7 10.3854 15.3846 14.9976
C8 19.7232 10.6607 14.2896
C9 15.4272 18.5837 10.1854
C10 19.0103 14.8406 20.7370
C11 14.5048 9.8893 12.9467
C12 10.2428 18.5167 12.4615
C13 10.5622 14.1383 15.8184
C14 19.6352 12.0153 13.7278
C15 18.0276 19.3814 14.1213
C16 15.5870 18.3011 17.4099
C17 16.6927 13.0980 10.6668
C18 19.4117 19.5753 14.6566
C19 8.5498 10.7121 14.7040
C20 20.0622 15.9701 15.4164
C21 15.1892 13.2906 15.6339
C22 9.2132 9.5008 15.2006
C23 13.2824 10.1102 19.8890
C24 14.3050 9.0853 11.6848
C25 15.5719 17.6820 11.5013
C26 15.5896 15.9315 22.9292
C27 9.5497 13.6409 20.9250
C28 12.3056 14.3786 9.2165
C29 8.4712 13.4195 19.8259
C30 14.1960 16.3165 22.1898
C31 16.2400 12.0297 9.6465
C32 18.9411 13.3232 20.6618
H1 11.2743 15.8957 14.6996
H2 10.5252 13.2599 20.6462
H3 10.0621 20.3808 11.3205
H4 16.4804 17.1000 11.6920
H5 9.7896 13.3672 15.7618
H6 9.7853 18.6746 13.4164
H7 17.5522 18.5974 14.7091
H8 11.5359 13.6404 15.6055
H9 10.2111 13.4445 9.3113
H10 13.3407 16.0234 22.8311
H11 16.1133 17.7214 16.6432
H12 13.6802 8.2603 11.9394
H13 11.5203 12.5266 8.3382
H14 14.8207 18.0405 9.4408
H15 16.2877 18.9785 9.7253
H16 14.8983 11.2971 19.1547
H17 21.9138 16.6378 14.1941
H18 18.0358 15.2267 20.4954
H19 16.1626 12.9142 11.5923
H20 18.0031 12.9331 21.0432
H21 14.1075 17.3629 21.9415
H22 15.5543 14.8734 17.2672
H23 7.8815 10.5081 13.8757
H24 20.6373 10.0964 14.0409
H25 14.5755 18.3095 17.0061
H26 19.8537 14.9833 15.8116
H27 13.4857 10.6734 20.8240
H28 8.5260 19.7497 11.5705
H29 17.0101 11.2939 9.5039
H30 9.7988 15.1316 14.1129
H31 13.1152 9.0363 20.0632
H32 8.5580 8.6288 15.2502
H33 15.4941 15.5129 23.9255
H34 13.9318 9.5306 10.7501
H35 15.3116 11.5120 9.9530
H36 14.3646 12.7192 15.1831
H37 11.3434 18.6884 12.4553
H38 13.8635 14.0851 17.3377
H39 18.8694 12.1965 12.9611
H40 9.6431 14.6640 21.2831
H41 16.4344 16.6625 22.8696
H42 14.8794 9.6613 18.5108
H43 9.6221 9.4529 16.2033
H44 20.5585 12.3645 13.3139
H45 16.8727 20.0841 17.0862
H46 15.8487 12.5555 16.0590
H47 20.0796 16.7460 16.2079
H48 13.9084 10.7770 12.9799
H49 8.7968 13.4599 18.8009
H50 19.5639 19.4188 15.7357
H51 13.3304 14.2111 8.8355
H52 17.8593 19.1649 13.0948
H53 15.5223 20.3704 18.3348
H54 19.2288 12.8465 19.7573
H55 7.6036 14.0841 19.9207
H56 18.8056 10.0012 14.3252
H57 11.8615 15.3162 8.7606
H58 14.1799 9.3264 13.7647
H59 8.1997 11.2918 15.5272
H60 17.7729 13.2757 10.6788
H61 21.9984 14.9929 15.1801
H62 14.7441 16.9985 11.6076
H63 19.8196 15.3642 20.2356
H64 20.1430 18.9079 14.2498

## Properties
Total charge   0
Gap between HOMO and LUMO   10.77 eV
F_max   0.11963 hartree/bohr
LUMO   -0.13 eV
ΔE to the lowest compared entry with this formula, charge and spin   98.23 kJ/mol

Molecular formula: C2H3Br3Si
Method: DFT, the ωB97M-V functional and the def2-TZVPD basis

Positions of all 9 atoms, in Å:
Br1 -3.0115 1.8544 -0.9598
Br2 -2.0854 0.1236 2.0780
Br3 -3.2605 -1.7496 -0.7894
Si1 -2.0105 0.0074 -0.1708
C1 1.5054 -0.3792 -0.5653
C2 2.2082 0.1874 0.3474
H1 3.3033 0.1669 0.3452
H2 1.5691 -0.9337 -1.4709
H3 1.7818 0.7229 1.1855

## Properties
Total charge   0
Gap between HOMO and LUMO (alpha / beta)   8.28 / 6.93 eV
F_max   0.02155 hartree/bohr
LUMO (alpha / beta)   -0.46 / -2.19 eV
ΔE to the lowest compared entry with this formula, charge and spin   334.67 kJ/mol

Molecular formula: H18O9
Method: DFT, the ωB97M-V functional and the def2-TZVPD basis

Positions of all 27 atoms, in Å:
O1 2.0379 -2.4081 1.6238
O2 -3.2901 -1.3934 0.1933
O3 -1.1630 0.6958 2.3154
O4 -0.3494 -0.2945 -0.5209
O5 1.7906 2.0013 0.1026
O6 -0.7973 -2.2739 -1.7053
O7 1.3580 0.0004 1.9257
O8 -1.6804 2.1601 0.0400
O9 0.9709 0.1219 -2.8821
H1 -2.6412 -0.7632 -0.1686
H2 -1.5024 -2.1192 -2.4045
H3 1.6851 0.6830 1.2558
H4 2.7431 1.8421 -0.0864
H5 2.1068 -0.0679 2.4426
H6 0.3765 -0.1543 0.2228
H7 -3.7319 -0.8482 0.9329
H8 1.1820 -2.6337 1.3657
H9 0.1040 -0.3244 -1.3839
H10 -1.2041 1.6424 -0.5836
H11 1.8780 -1.4868 1.7052
H12 1.1494 -0.8051 -3.1817
H13 -0.5304 -1.2999 -1.3511
H14 -1.0413 1.3909 1.6543
H15 1.4845 2.4709 -0.8475
H16 -0.2325 0.3552 2.5333
H17 0.3851 0.6528 -3.4235
H18 -1.0878 2.8557 0.2257

## Properties
Total charge   0
Gap between HOMO and LUMO   9.38 eV
F_max   0.11310 hartree/bohr
LUMO   -0.81 eV
ΔE to the lowest compared entry with this formula, charge and spin   493.47 kJ/mol

Molecular formula: C33H33F11O33
Method: DFT, the ωB97M-V functional and the def2-TZVPD basis

Positions of all 110 atoms, in Å:
F1 0.5169 -0.6151 -1.1050
F2 -2.5523 5.6344 -1.0431
F3 -3.3806 -5.5229 -1.0341
F4 -4.8788 0.8617 -1.5035
F5 1.7109 2.0863 6.2354
F6 -1.9803 2.6004 -4.4618
F7 0.7247 3.9057 -5.8639
F8 5.1559 4.3035 -0.0419
F9 -3.6324 -2.2434 3.6206
F10 2.3649 -1.9223 -4.3690
F11 3.3533 -2.2496 1.7722
O1 6.3290 -2.4822 1.4649
O2 -2.8576 -4.0871 4.7231
O3 2.3930 2.1651 -3.6944
O4 -1.5228 -0.1480 -0.1545
O5 -1.3946 1.0091 -5.9692
O6 -6.4469 2.6547 0.0473
O7 -1.4855 -5.4487 5.8456
O8 6.7192 -3.5987 3.3882
O9 -4.2673 -5.4638 -3.1605
O10 4.9897 -1.4074 -2.5611
O11 3.1979 0.3471 -0.0375
O12 2.9175 2.1309 1.3126
O13 -4.9386 3.9919 1.0511
O14 -4.4482 1.8656 0.5501
O15 5.0408 -2.0979 3.2373
O16 -1.1010 -3.2201 5.7484
O17 -5.8806 -6.5719 -2.1424
O18 0.5636 0.0637 -6.6044
O19 1.0201 2.3316 -1.9510
O20 3.3457 -2.8792 -2.5466
O21 0.9884 3.8417 -3.6357
O22 -3.0733 -1.7995 -0.2677
O23 1.0493 4.8039 1.0091
O24 0.4815 0.3647 5.4566
O25 -5.4206 -7.0518 -4.2709
O26 1.9991 -0.8207 6.5779
O27 4.1469 2.3236 -0.5112
O28 1.5261 -1.4013 4.4826
O29 5.2971 -3.4160 -1.6001
O30 -1.1543 -2.1088 0.7944
O31 -0.5952 3.4343 0.3947
O32 -0.4241 5.3543 -0.6160
O33 -0.0294 0.1516 -4.4607
C1 -1.4872 4.7966 -1.3093
C2 2.6356 2.8617 -4.8846
C3 -0.2037 0.3956 -5.7579
C4 -5.1834 -6.4581 -3.2748
C5 4.6284 -2.6447 -2.2077
C6 -0.1323 -0.1902 0.0263
C7 0.1288 4.5388 0.3010
C8 1.3452 -0.6946 5.4229
C9 1.6484 4.0425 -4.8787
C10 -1.7964 -4.3653 5.5084
C11 -3.0143 -2.6833 4.7405
C12 5.5418 -1.3225 1.1910
C13 2.7569 -1.7042 -3.0731
C14 1.4525 2.8091 -2.9589
C15 -2.0469 -1.3598 0.1721
C16 -5.7020 -5.3606 -1.3797
C17 6.0648 -2.8400 2.7504
C18 -6.5856 1.2352 0.0158
C19 -1.5391 -2.2781 4.7441
C20 3.9649 3.6397 -0.0040
C21 3.9028 -0.6890 -3.0998
C22 3.4057 1.4884 0.2336
C23 4.3957 -1.4568 2.1516
C24 0.7891 1.1507 6.5782
C25 -5.2684 2.9401 0.5952
C26 -2.0232 1.2495 -4.7553
C27 3.6410 3.3613 1.4689
C28 -1.6658 3.4766 -0.5335
C29 -1.1962 0.4987 -3.7096
C30 1.3908 0.1143 7.5164
C31 0.0282 -1.3450 1.0766
C32 -5.1367 0.8439 -0.1472
C33 -4.3222 -4.9603 -1.8497
H1 -4.8685 -0.1497 0.2083
H2 -1.3728 -1.2239 4.9421
H3 3.0421 4.1388 1.9294
H4 0.6631 -0.5654 7.9673
H5 -2.6304 3.3415 -0.0511
H6 -1.6720 -0.4240 -3.3797
H7 6.0729 -0.4002 1.4543
H8 -6.4613 -4.6732 -1.7459
H9 -3.0731 0.9608 -4.7238
H10 -0.9709 1.1454 -2.8668
H11 -4.0853 -3.8985 -1.8640
H12 3.6976 0.1896 -2.4876
H13 5.3644 -1.2358 0.1223
H14 -7.2454 0.7339 0.7250
H15 0.1417 -0.9360 2.0795
H16 4.0512 -0.5283 2.6061
H17 -3.5248 -2.3820 5.6573
H18 2.0715 5.0396 -4.9759
H19 0.3567 0.7278 0.3401
H20 -5.6684 -5.5320 -0.3097
H21 2.0791 0.4451 8.2871
H22 -1.6077 2.6230 -1.2124
H23 -0.0926 1.5973 7.0349
H24 1.8800 -1.4335 -2.4910
H25 4.0668 -0.3497 -4.1214
H26 4.5119 3.1468 2.0895
H27 3.1605 4.1451 -0.5354
H28 2.4077 2.2916 -5.7873
H29 3.6566 3.2382 -4.9556
H30 -1.0383 -2.5709 3.8210
H31 -7.0986 1.0544 -0.9326
H32 0.8174 -2.0352 0.7933
H33 -1.4154 4.7600 -2.3921

## Properties
Total charge   0
Gap between HOMO and LUMO   10.59 eV
F_max   0.05263 hartree/bohr
LUMO   -0.21 eV
ΔE to the lowest compared entry with this formula, charge and spin   212.38 kJ/mol

Molecular formula: C4H4O2
Method: DFT, the ωB97M-V functional and the def2-TZVPD basis

Positions of all 10 atoms, in Å:
O1 0.6239 1.1058 -0.9428
O2 -0.1156 -2.2077 -0.5572
C1 -0.5146 0.8562 0.5875
C2 -0.5239 0.2443 -0.8090
C3 0.3039 -0.3461 1.0896
C4 0.0141 -1.0597 -0.2346
H1 1.3380 -0.1055 1.3468
H2 0.3061 2.0213 -0.8222
H3 -1.2626 0.3278 -1.6069
H4 -0.1693 -0.8364 1.9488

## Properties
Total charge   0
Gap between HOMO and LUMO   9.52 eV
F_max   0.01150 hartree/bohr
LUMO   -0.01 eV
ΔE to the lowest compared entry with this formula, charge and spin   431.70 kJ/mol

Number 1: E -397.63748 Eh. Number 2: E -2509.01518 Eh. Number 3: E -12443.65511 Eh. Number 4: E -8089.52167 Eh. Number 5: E -687.83784 Eh. Number 6: E -4858.90040 Eh. Number 7: E -305.11503 Eh.